3 unconnected molecules or ions with the total composition C7H16N3, computed with ωB97M-V/def2-TZVPD.

Each line ends with the natural charge from an NBO analysis.
Positions of all 26 atoms, in Å:
C -0.6167 0.4512 0.6787  0.239
C 3.1155 0.1047 1.1100  0.164
C 0.3923 0.3405 1.4222  -0.152
C 5.2004 0.5047 0.0572  -0.418
C 3.4618 -1.0167 -0.9712  -0.395
C -3.7810 -1.1870 -0.3078  -0.431
C -4.7666 1.0324 0.1542  -0.421
N -1.3738 0.2401 -0.2671  -0.458
N 3.7962 -0.0552 0.0881  -0.333
N -4.0045 0.2319 -0.7488  -0.643
H 3.3971 0.8406 1.9033  0.178
H 1.1575 0.4644 2.1083  0.238
H 5.7117 -0.3736 0.3530  0.224
H 5.5006 0.8629 -0.9894  0.239
H 5.2564 1.3482 0.7419  0.233
H 3.7655 -0.5551 -1.9371  0.227
H 3.9825 -1.8335 -0.7219  0.216
H 2.4465 -1.2723 -0.9520  0.239
H -3.4634 -1.2657 0.7364  0.207
H -4.5505 -1.8521 -0.5530  0.210
H -2.8842 -1.4777 -0.8596  0.203
H -4.8026 2.1221 -0.1969  0.216
H -5.8468 0.6748 0.2266  0.194
H -4.2295 0.9747 1.1555  0.197
H -2.3411 0.4985 -0.6175  0.446
H -4.5232 0.1972 -1.6131  0.381

ΔE to the lowest compared entry with this formula, charge and spin (kcal/mol): 79.7
Charge: +1
Orbital gap (spin up / spin down) (eV): 9.3 / 5.7
LUMO energy (spin up / spin down) (eV): -3.009 / -5.872
Spin multiplicity: 3
Expectation value of S²: 2.0418
HOMO level (spin up / spin down) (eV): -12.335 / -11.560